1.
Computed, not measured: 11 unconnected molecules or ions with the total composition C34H96N6O11 in a non-equilibrium geometry, with ωB97M-V/def2-TZVPD.

Geometry as XYZ:
```
147
Properties=species:S:1:pos:R:3:forces:R:3
C 0.1943 0.3054 2.7945 0.2 -0.1 -0.6
C -0.9991 -0.1465 1.9970 -0.5 -0.5 -1.7
C -1.0872 0.4506 0.5648 0.5 2.1 0.9
O -2.2000 0.0005 -0.1545 -0.1 -0.4 -1.7
C -2.3560 0.6232 -1.4853 -0.6 0.4 1.4
N -1.0308 -1.5999 1.9135 0.1 -0.6 0.3
H 1.1343 0.1066 2.2797 0.1 0.2 -0.4
H 0.2743 -0.3313 3.6756 -0.3 0.6 0.3
H 0.0732 1.3784 2.9431 0.4 -0.1 0.6
H -1.8796 0.2337 2.5148 -0.3 -0.4 0.1
H -0.1427 0.4663 0.0208 0.4 -1.3 -0.4
H -1.1703 1.5350 0.6380 -0.5 0.5 0.5
H -3.3269 0.3642 -1.9075 0.2 -0.5 0.3
H -1.5781 0.3963 -2.2144 0.3 -0.1 0.4
H -2.4522 1.6937 -1.3043 0.4 0.2 -0.2
H -0.2542 -1.9480 1.3696 0.5 0.2 0.1
H -1.8310 -1.9803 1.4287 -0.4 0.2 0.1
C 5.5948 0.5183 -3.2846 0.3 1.1 1.6
C 4.6032 -0.5903 -2.9592 2.4 1.4 1.2
C 3.4546 -0.0893 -2.0624 0.8 -0.5 -1.6
O 3.9335 0.4598 -0.8380 -0.8 -1.5 -0.8
C 2.8186 0.6478 -0.0095 -0.5 0.8 1.2
N 4.2853 -1.1859 -4.2177 -2.0 -0.4 -0.3
H 5.1788 1.3897 -3.7903 -0.4 -0.3 -0.7
H 6.4749 0.1519 -3.8130 -0.1 0.0 0.1
H 5.8793 1.0117 -2.3552 0.6 -0.2 0.2
H 5.1352 -1.3051 -2.3313 0.1 -0.3 0.0
H 2.8689 -1.0031 -1.9632 -0.6 0.1 0.8
H 2.8789 0.6417 -2.6302 -0.4 0.3 0.1
H 3.0793 0.6875 1.0481 0.7 0.5 -0.1
H 2.0621 -0.1347 0.0503 0.0 -0.7 -0.9
H 2.2892 1.5568 -0.2951 -0.1 0.2 0.1
H 3.9844 -0.3710 -4.7329 -0.2 -0.2 -0.9
H 5.1272 -1.5119 -4.6705 0.1 -0.1 0.0
C 0.6042 -4.7245 -0.5598 -1.3 -0.8 0.0
C 1.3486 -3.4584 -0.2272 0.4 0.7 1.0
C 2.8321 -3.5495 -0.4385 0.3 -1.5 -0.4
O 3.3197 -4.6908 0.3000 -1.1 1.3 0.1
C 4.7059 -4.8394 0.1706 1.2 0.0 0.0
N 0.7168 -2.4827 -1.1104 -0.4 -1.9 1.4
H 0.8455 -5.0415 -1.5744 0.1 -0.3 0.2
H -0.4754 -4.5996 -0.4771 -0.3 0.4 -0.3
H 0.7206 -5.4885 0.2089 0.9 -0.1 -0.1
H 1.2670 -3.2295 0.8353 -0.8 0.2 0.1
H 3.2421 -2.5803 -0.1544 0.7 -0.1 0.0
H 2.9793 -3.7986 -1.4894 0.5 0.5 -0.4
H 5.2782 -4.0492 0.6565 -0.2 0.6 -0.2
H 4.9809 -4.9045 -0.8822 0.2 0.0 -0.1
H 5.1014 -5.7181 0.6801 -0.8 -0.4 -0.1
H -0.2904 -2.5562 -1.1234 -0.9 0.8 1.0
H 0.9534 -2.6372 -2.0800 1.7 0.8 -2.3
C -0.3032 -3.7274 -4.7682 0.3 0.4 0.8
C 0.7009 -2.5602 -4.8597 -0.7 -0.1 -0.3
C 0.0632 -1.1689 -4.7324 -1.1 -0.6 -0.3
O -0.9029 -0.9406 -5.7777 1.2 0.1 0.8
C -1.5570 0.2975 -5.5560 0.2 0.4 -0.2
N 1.7169 -2.7099 -3.7918 -1.2 -0.4 0.1
H 0.2120 -4.6745 -4.6079 0.3 -0.1 -0.5
H -1.0010 -3.8138 -5.6011 0.2 0.2 0.1
H -0.8530 -3.6305 -3.8320 -0.5 0.3 0.0
H 1.1445 -2.5926 -5.8549 0.3 0.0 -0.1
H 0.8577 -0.4268 -4.6546 0.1 0.4 -0.6
H -0.4978 -1.0566 -3.8046 0.0 -0.3 0.6
H -2.1509 0.5508 -6.4342 -0.1 -0.2 0.2
H -0.8437 1.1059 -5.3953 0.3 0.1 -0.2
H -2.1601 0.3183 -4.6483 -0.4 -0.4 0.0
H 2.1464 -3.6182 -3.8950 0.1 -0.3 -0.1
H 2.4793 -2.0587 -3.9131 0.5 0.3 -0.2
C -4.6399 3.8115 0.8774 1.8 -0.4 0.4
C -4.6030 2.4044 1.5098 -0.9 1.0 0.1
C -4.1680 2.3955 2.9472 1.3 -0.2 0.4
O -2.8291 2.8689 3.0136 -0.3 0.1 0.7
C -2.3666 2.8848 4.3545 0.7 -0.3 -0.1
N -5.9688 1.8974 1.4061 -0.7 -0.4 0.1
H -4.9163 3.8107 -0.1770 -0.8 0.0 0.4
H -3.6201 4.1916 0.8174 0.3 0.0 0.2
H -5.1253 4.5059 1.5632 -0.6 0.0 -0.4
H -3.9232 1.7377 0.9793 0.0 0.0 -0.3
H -4.1583 1.3621 3.2936 -0.2 -0.5 0.1
H -4.7691 2.9268 3.6851 -0.5 0.5 -0.4
H -2.3620 1.9051 4.8322 0.0 -0.5 -0.3
H -2.9435 3.4832 5.0596 -0.2 0.6 -0.4
H -1.3286 3.2118 4.2925 -0.1 0.2 0.3
H -6.1943 1.1372 2.0316 0.5 -0.7 0.0
H -6.6266 2.5863 1.7420 0.0 0.6 -0.3
C 4.0048 -1.1592 3.6485 0.7 0.1 -1.0
C 5.5189 -1.0786 3.1517 -2.0 -0.2 2.7
C 5.6337 -0.4092 1.8028 1.4 -1.5 1.5
O 6.9745 -0.6711 1.3418 -1.0 0.3 -0.3
C 7.1551 -0.1509 0.0367 1.1 0.1 0.4
N 6.2443 -0.4238 4.2642 0.1 0.3 -1.2
H 3.3389 -1.6084 2.9117 0.1 -0.4 -0.3
H 3.5591 -0.1788 3.8165 0.4 0.2 0.3
H 3.9181 -1.7692 4.5476 0.1 0.2 0.1
H 5.8776 -2.1073 3.1871 -0.1 -0.3 -1.1
H 5.4773 0.6604 1.9434 -0.3 0.1 -0.5
H 4.8832 -0.9879 1.2643 0.0 0.6 -1.0
H 6.5928 -0.7303 -0.6955 -0.3 0.4 -0.1
H 8.2091 -0.2183 -0.2329 0.1 -0.5 0.2
H 7.0063 0.9289 0.0447 -0.8 0.1 -0.3
H 7.2038 -0.5244 3.9655 0.6 0.4 0.4
H 6.1419 -1.0322 5.0639 0.0 0.0 0.3
C -2.4214 4.7102 -3.2728 -0.5 0.2 0.1
C -3.6021 4.1416 -2.4970 0.3 0.2 -0.6
O -4.1494 3.1036 -3.2303 0.2 -1.2 -1.4
H -2.7390 5.1312 -4.2268 -0.2 0.0 0.0
H -1.7241 3.9059 -3.5071 0.2 0.1 0.2
H -1.9742 5.5261 -2.7049 0.3 -0.1 0.0
H -4.4128 4.8639 -2.4010 0.3 0.6 0.7
H -3.2512 3.7265 -1.5522 0.0 0.5 0.4
H -4.6801 2.5582 -2.6451 -0.5 -0.1 0.4
C -4.1266 -2.9409 2.1371 0.4 0.5 0.0
C -4.5502 -2.4054 0.7512 -0.9 -1.9 2.1
O -3.4123 -2.3800 -0.0599 -0.4 -0.1 -0.7
H -3.3602 -3.7011 1.9860 0.1 0.0 -0.2
H -4.9013 -3.4542 2.7067 -0.3 0.5 0.0
H -3.6573 -2.1379 2.7054 -0.1 -0.1 0.4
H -5.1515 -1.5000 0.8339 0.5 0.5 -0.2
H -5.2875 -3.1646 0.4903 0.2 0.0 -1.2
H -3.1039 -1.4715 -0.0942 0.3 0.5 -0.2
C -0.6891 0.0600 6.5091 -0.3 1.1 0.4
C 0.8014 -0.1942 6.3779 -0.9 -1.4 -0.2
O 1.4042 -0.0291 7.6395 0.3 0.0 -0.2
H -0.8454 1.0369 6.9667 0.0 0.5 -0.2
H -1.1266 -0.5893 7.2674 0.1 -0.5 -0.3
H -1.2761 0.0500 5.5907 0.2 -0.3 -0.1
H 1.3371 0.2895 5.5611 -0.2 0.7 0.1
H 0.8357 -1.2467 6.0966 0.6 -0.3 0.3
H 1.2316 0.8829 7.8847 0.1 0.1 0.3
C -5.7921 0.2265 -3.3065 0.4 -0.2 1.6
C -6.0303 0.4207 -1.7822 -0.8 1.3 0.0
O -5.6745 1.7722 -1.3485 0.4 -0.9 -2.0
H -6.1497 -0.7636 -3.5890 0.0 0.0 0.0
H -4.7064 0.2321 -3.4034 0.0 0.1 -0.7
H -6.2630 0.9719 -3.9473 0.1 0.1 0.3
H -5.4891 -0.2878 -1.1552 0.3 -0.3 -0.3
H -7.0863 0.2988 -1.5412 -0.1 -0.2 -0.1
H -5.7690 1.8541 -0.3966 -0.5 -0.3 0.8
C 0.3084 4.1724 -0.2690 0.5 0.1 0.5
C 0.1453 4.5202 1.2346 -1.1 0.9 0.2
O 0.9160 5.6583 1.6262 1.1 -0.1 -0.8
H -0.1777 4.8953 -0.9242 0.1 0.3 0.3
H -0.1120 3.2163 -0.5807 -0.1 -0.2 0.5
H 1.3657 4.1395 -0.5320 0.1 0.1 0.0
H 0.3751 3.7567 1.9778 0.3 -0.6 -0.5
H -0.9075 4.7383 1.4139 -0.3 0.0 -0.1
H 0.4857 6.3783 2.0930 -0.6 -0.5 -0.2
```
Positions in Å, forces in eV/Å.

Results
Energy relative to the best compared isomer or geometry (same formula, charge and spin) = 0.0 kcal/mol
2S+1 = 2
Net charge = +1
Expectation value of S² = 0.754



2.
Computed, not measured: 12 unconnected molecules or ions with the total composition C34H97N5O12 in a non-equilibrium geometry, with ωB97M-V/def2-TZVPD.

Geometry as XYZ:
```
148
Properties=species:S:1:pos:R:3:forces:R:3
C -5.3156 -3.7830 4.7531 0.1 -0.1 0.5
O -5.4945 -4.3261 3.4671 0.6 -0.7 0.3
C -5.7964 -5.7298 3.5330 -0.9 1.0 -0.9
C -6.1631 -6.1710 2.1369 1.3 -1.6 -1.2
C -7.3738 -5.5713 1.5358 -1.6 0.6 0.6
N -6.3319 -7.6469 2.2153 0.0 0.1 0.2
H -4.9374 -2.7607 4.7566 -0.5 0.2 -0.7
H -4.5521 -4.2802 5.3514 0.1 -0.7 -0.1
H -6.2579 -3.8584 5.2958 -0.1 0.3 0.2
H -4.9903 -6.3688 3.8936 0.4 0.3 0.3
H -6.6911 -5.9034 4.1309 0.0 0.1 0.5
H -5.3804 -5.8604 1.4449 0.8 -0.3 0.1
H -8.1281 -5.6149 2.3214 -0.5 0.4 -0.1
H -7.8085 -6.1021 0.6888 0.4 -0.3 -0.1
H -7.2104 -4.5423 1.2153 0.0 0.0 0.2
H -5.5117 -8.1256 2.5592 0.2 0.2 0.2
H -6.5171 -8.1018 1.3327 -0.2 0.4 -0.3
C 5.2500 5.5092 2.3879 0.5 0.1 0.2
O 5.3491 6.9060 2.6779 1.0 -0.8 0.6
C 5.2401 7.7654 1.5785 -1.8 -0.2 -0.7
C 4.7561 9.1788 2.0467 -1.6 -0.5 0.9
C 3.3115 9.0953 2.6903 0.2 0.1 -0.8
N 4.6861 10.1437 0.9222 1.1 -1.1 -0.1
H 5.9882 5.0438 1.7348 0.6 0.9 -0.7
H 4.2987 5.2499 1.9233 -0.4 0.0 0.4
H 5.5037 4.9617 3.2957 -0.9 0.2 0.4
H 6.0561 7.7145 0.8577 1.0 0.5 0.5
H 4.4824 7.2642 0.9762 -0.8 0.6 -0.5
H 5.4424 9.5436 2.8110 0.2 -0.2 0.2
H 2.9308 10.0996 2.8765 0.3 0.2 0.3
H 3.1496 8.4803 3.5756 0.7 0.1 0.1
H 2.5795 8.7193 1.9755 0.3 -0.2 -0.4
H 4.7604 11.1057 1.2206 -0.5 0.1 0.6
H 5.6225 10.0184 0.5649 0.3 0.1 -1.0
C 0.7799 3.6575 5.6365 -0.4 -0.4 -0.2
O -0.4590 3.5651 6.3334 0.2 0.2 -0.8
C -1.4875 4.3219 5.7221 0.2 0.4 0.9
C -1.2356 5.8360 5.5960 0.5 -0.9 0.5
C -0.9709 6.4341 6.9381 0.5 -0.5 1.5
N -2.4701 6.4072 5.1817 -1.3 0.6 -1.7
H 1.3655 2.7899 5.9405 0.3 0.4 0.3
H 1.2789 4.6182 5.7635 0.2 -0.1 0.5
H 0.6756 3.5680 4.5552 -0.4 -0.2 -0.3
H -1.8415 3.9417 4.7638 0.4 -0.3 -0.4
H -2.3450 4.2389 6.3898 0.0 -0.2 0.2
H -0.4047 5.9928 4.9081 -0.2 0.4 -0.3
H -1.8272 6.1459 7.5478 -0.2 0.2 0.2
H -0.8869 7.5182 7.0146 0.1 -0.1 -0.5
H -0.1241 5.9643 7.4383 0.3 0.1 0.0
H -2.5924 6.3685 4.1799 0.3 0.3 -0.4
H -3.2167 5.7906 5.4691 -0.3 0.1 0.5
C 0.2076 -8.0183 1.7038 0.1 0.6 0.0
O 0.0763 -9.3272 1.1689 -0.4 0.4 -0.5
C -0.3600 -9.3587 -0.2250 0.6 1.1 1.0
C -0.3812 -10.7574 -0.7626 1.2 -0.3 -0.1
C 0.9769 -11.3963 -0.5070 -0.3 -1.0 0.5
N -0.5900 -10.6986 -2.2007 -1.4 0.2 0.6
H 0.9420 -7.8988 2.5003 0.1 -1.1 0.3
H -0.7107 -7.6083 2.1242 -0.4 -0.2 -0.2
H 0.6084 -7.2693 1.0208 -0.3 -0.1 -0.8
H -1.2821 -8.8030 -0.3953 -0.4 -0.2 0.3
H 0.3924 -8.8026 -0.7843 0.3 0.1 -0.3
H -1.1295 -11.3645 -0.2532 -0.3 0.1 -0.1
H 1.2149 -11.3976 0.5567 0.4 0.4 -0.1
H 1.7322 -10.9900 -1.1798 0.2 0.3 0.4
H 0.9034 -12.4569 -0.7475 0.0 -0.2 -0.3
H -0.1366 -9.8861 -2.5936 0.2 -0.5 -0.4
H -0.4102 -11.5999 -2.6195 0.3 0.5 -0.4
C -4.6357 9.9042 -2.3464 0.0 0.2 1.4
O -5.3037 8.6495 -2.2260 1.4 -0.2 -1.1
C -4.4886 7.4611 -2.5006 -1.0 0.3 1.8
C -3.6804 7.1625 -1.2147 0.4 0.4 0.8
C -2.7130 6.0193 -1.2920 -0.4 -0.7 -1.2
N -4.5648 6.9497 -0.0312 0.1 0.6 -1.0
H -3.6683 9.9797 -1.8500 0.5 -0.8 0.0
H -5.1978 10.5581 -1.6797 -0.4 0.4 -0.6
H -4.4773 10.3226 -3.3404 -0.6 -0.3 -0.3
H -5.2748 6.7075 -2.5457 0.2 -0.3 -0.4
H -3.9110 7.4747 -3.4249 0.0 0.4 0.0
H -3.0400 8.0164 -0.9938 -0.4 0.5 0.1
H -2.0208 6.1565 -2.1228 0.2 0.1 0.1
H -3.3274 5.1659 -1.5788 0.3 -0.6 0.2
H -2.1626 5.8227 -0.3720 -0.2 0.1 0.0
H -5.2841 7.6453 -0.1689 -0.2 0.6 0.5
H -5.1179 6.1201 -0.1919 0.2 -0.7 0.0
C 0.2667 -0.6992 0.1607 0.0 0.9 0.2
C -1.2057 -0.2101 0.1198 0.7 -0.5 0.1
O -2.1087 -1.3067 0.1018 -0.1 -0.1 -0.6
H 0.4407 -1.4483 0.9332 -0.1 0.0 0.0
H 0.9393 0.1393 0.3420 -0.1 0.3 0.5
H 0.6787 -1.0467 -0.7867 -0.7 -0.5 -0.2
H -1.3131 0.4267 -0.7582 -0.4 -0.3 -0.2
H -1.5571 0.3843 0.9632 0.9 0.4 0.2
H -2.0947 -1.6507 0.9979 -0.2 -0.2 0.0
C -1.8666 -5.3526 -4.5687 -0.2 1.5 0.1
C -1.3846 -6.3104 -5.6377 -1.0 1.0 1.7
O -0.1515 -6.7740 -5.1645 0.7 -1.7 -0.7
H -2.4950 -4.5600 -4.9748 -0.4 -0.1 0.1
H -1.0107 -4.8222 -4.1513 0.1 0.1 0.0
H -2.3612 -5.8269 -3.7210 0.0 -0.2 -0.2
H -1.3921 -5.8300 -6.6162 0.4 -0.2 -0.2
H -2.1626 -7.0713 -5.5774 0.7 -0.7 -0.7
H 0.4933 -6.0679 -5.0791 -0.3 0.3 -0.1
C -3.7919 0.3036 -4.7561 -1.5 0.4 0.6
C -5.2965 -0.1213 -4.5971 1.9 -0.9 -1.2
O -5.5794 -0.5544 -3.3150 -0.8 0.2 1.8
H -3.0985 -0.4367 -4.3571 -0.1 -0.2 -0.1
H -3.7595 1.1833 -4.1134 0.6 0.2 0.0
H -3.4913 0.6015 -5.7606 -0.2 -0.1 0.0
H -5.5105 -1.0164 -5.1812 0.0 0.3 -0.9
H -5.9498 0.7002 -4.8912 0.0 0.0 0.1
H -4.8234 -0.6641 -2.7337 0.2 0.2 -0.3
C 4.5580 -3.4905 3.8629 0.4 0.9 0.3
C 5.3549 -3.0207 5.0756 -0.3 -0.8 0.5
O 4.9472 -3.8102 6.1865 0.5 -0.6 0.6
H 4.8876 -2.9444 2.9790 -0.4 0.1 -0.1
H 3.5247 -3.2901 4.1459 -0.2 0.0 -0.7
H 4.6570 -4.5547 3.6487 0.2 0.0 0.3
H 5.1776 -2.0038 5.4258 0.0 0.5 -0.9
H 6.4307 -3.1483 4.9550 0.0 -0.1 0.1
H 4.0163 -3.6436 6.3512 0.0 0.0 0.0
C 3.8095 4.5091 -3.8714 1.0 0.0 -1.4
C 3.1367 3.1625 -3.9209 0.0 1.3 1.0
O 1.8597 3.4957 -4.3981 -1.0 -1.0 -0.8
H 4.8720 4.3525 -3.6850 0.0 0.6 0.7
H 3.2729 5.3278 -3.3919 0.3 -0.5 1.0
H 3.7750 4.8912 -4.8917 0.2 -0.2 -0.4
H 3.0450 2.7338 -2.9230 0.1 -0.3 0.1
H 3.6936 2.4724 -4.5547 -0.1 0.0 -0.2
H 1.6212 2.8055 -5.0213 -0.5 0.1 0.0
C 2.6636 -1.8424 -7.4558 1.0 0.0 1.0
C 3.7865 -2.3295 -6.4964 -0.2 -0.1 -0.8
O 3.2396 -2.8130 -5.2930 -1.0 -0.5 0.2
H 3.1411 -1.3987 -8.3294 0.0 0.4 0.2
H 2.0774 -1.1327 -6.8721 -0.3 0.1 -0.5
H 2.0542 -2.6454 -7.8705 -0.1 -0.1 0.5
H 4.4876 -1.5496 -6.1994 0.1 0.4 -0.6
H 4.3185 -3.0973 -7.0581 0.4 -0.3 0.2
H 3.9082 -3.1426 -4.6881 0.2 0.1 -0.2
C 7.0725 -0.9480 -1.4951 -1.4 -1.1 -0.8
C 7.5016 -2.3757 -1.8210 0.8 1.0 -0.5
O 6.3766 -3.3079 -1.8402 1.7 1.2 0.1
H 6.4253 -0.6276 -2.3116 -0.3 0.1 0.0
H 7.8783 -0.2140 -1.4993 0.1 -0.3 0.7
H 6.4286 -1.0493 -0.6215 0.4 0.8 0.4
H 8.3621 -2.5970 -1.1896 -0.5 -0.9 0.9
H 8.0522 -2.3084 -2.7593 -0.6 -0.4 -0.8
H 6.8007 -4.1283 -2.1022 -0.3 -0.4 0.0
```
Positions in Å, forces in eV/Å.

Results
Energy relative to the best compared isomer or geometry (same formula, charge and spin) = 131.2 kcal/mol
Net charge = 0
Structure (SMILES) = COC[C@H](C)N.COC[C@H](C)N.COC[C@H](C)N.COC[C@H](C)N.COC[C@H](C)N.CCO.CCO.CCO.CCO.CCO.CCO.CCO